Entry 1:
DFT (ωB97M-V/def2-TZVPD) results for a 4-piece molecular cluster, C3H11O5 overall in a non-equilibrium geometry.

As for the charge: -1. The frontier orbital gap comes out at 0.301 Ha. The energy above the lowest of the compared OMol25 structures with the same formula, charge and spin comes out at 1.8045 eV.

XYZ file:
```
19
Properties=species:S:1:pos:R:3:forces:R:3:lowdin_charge:R:1
O -1.1965 -1.5887 -0.1594 0.00 0.42 -0.83 -0.06
C -0.1032 -1.0317 0.0561 0.88 -2.60 1.28 -0.70
O 1.0288 -1.3074 -0.4936 -1.40 1.02 0.24 -0.10
C -0.1418 -0.0513 1.2369 -2.11 2.99 -2.10 -0.19
C 1.1173 0.5358 1.6763 1.95 -1.41 0.09 -0.15
H -0.6965 0.7950 0.6245 0.60 -1.18 1.38 0.15
H -0.7645 -0.1697 2.1152 -0.61 -1.13 -0.39 0.10
H 1.3250 1.4633 1.3059 0.07 2.97 -0.72 0.04
H 1.3420 0.5326 2.7188 -0.17 -0.23 0.95 0.04
H 1.9003 0.0006 1.1873 0.85 -0.94 -0.14 0.06
H 0.5552 -1.2739 -2.2254 -1.67 1.09 -2.12 0.09
H -0.8547 -0.9620 -2.3386 -1.49 0.01 0.69 -0.04
O -0.1602 -0.9203 -2.9767 2.88 -1.19 1.49 -0.17
H 1.8208 2.0413 3.8753 -0.85 -0.07 0.10 0.02
H 0.5391 2.8513 4.3925 -2.07 -0.90 0.47 0.00
O 1.4163 2.8804 4.1147 2.92 1.11 -0.54 -0.04
H -1.8548 -1.5805 -4.5574 -0.95 -0.68 -0.77 0.03
H -2.6518 -0.5923 -5.3432 -0.30 -2.91 0.05 0.08
O -2.6208 -1.6224 -5.2094 1.46 3.60 0.85 -0.15
```
Positions in Å, forces in eV/Å.

=====

Entry 2:
DFT (ωB97M-V/def2-TZVPD) results for one molecule with the formula C15H15N7O2 in a non-equilibrium geometry.

The frontier orbital gap comes out at 0.309 Ha. The energy above the lowest of the compared OMol25 structures with the same formula, charge and spin comes out at 0.0000 eV.

XYZ file:
```
39
Properties=species:S:1:pos:R:3:forces:R:3:lowdin_charge:R:1
O 3.6632 3.7375 5.6019 0.07 -1.27 -0.47 0.07
C 3.1280 2.9242 4.8625 0.57 2.91 1.52 -0.49
N 3.4149 2.7718 3.5116 0.27 0.19 -0.32 0.17
C 2.2498 2.2581 2.9450 -0.10 0.04 -3.05 -0.16
C 1.8018 2.1399 1.6225 1.85 0.32 2.28 0.06
C 0.4908 1.6995 1.4644 -0.66 -0.05 -2.20 -0.16
C -0.0148 1.4869 0.1379 -0.65 -0.16 0.11 0.04
C -1.3263 1.0334 -0.0631 2.23 0.97 0.37 -0.27
O -1.8486 0.7950 -1.3055 -0.74 0.27 0.47 -0.06
C -0.9696 0.5292 -2.3836 0.93 -0.30 -0.35 -0.20
C -0.3017 -0.8377 -2.2035 0.92 -0.18 0.16 -0.17
C -1.3069 -1.9253 -1.7930 0.17 0.87 -0.14 -0.19
C -0.7642 -3.3429 -1.9069 -0.09 -0.15 -0.61 -0.12
C -0.4922 -3.6907 -3.3485 -0.42 -0.33 -0.62 -0.36
N 0.6531 -3.6834 -3.9921 -0.88 0.17 -0.65 0.07
N 0.3199 -3.9100 -5.3291 0.82 -0.30 0.78 -0.05
N -0.9172 -4.1061 -5.4868 -0.64 0.36 0.71 -0.02
N -1.4766 -3.9743 -4.2543 -0.06 0.39 1.04 0.06
C -2.1159 0.8896 1.0936 -0.66 -0.20 1.27 0.01
C -1.6400 1.1069 2.4078 -2.32 -0.97 -1.58 0.00
C -0.3343 1.5121 2.5799 0.53 -0.28 0.35 -0.28
N 0.1083 1.6514 3.8416 1.07 0.05 1.03 0.19
C 1.3706 1.9623 3.9821 -2.64 -0.56 -0.90 -0.30
N 1.9501 2.2457 5.1706 0.68 0.31 0.74 0.19
H 3.9843 3.5115 3.0523 -0.64 -1.05 0.72 0.19
H 2.4634 2.3738 0.7925 -0.25 -0.05 0.02 0.13
H 0.6441 1.7305 -0.7031 -0.24 -0.28 0.38 0.11
H -0.2284 1.3452 -2.5429 -0.39 -0.48 0.28 0.12
H -1.5393 0.4848 -3.3189 -0.42 0.18 0.47 0.13
H 0.1947 -1.1239 -3.1501 -0.11 0.24 0.37 0.11
H 0.4978 -0.7861 -1.4152 -0.60 -0.04 -0.71 0.13
H -1.5666 -1.7000 -0.7667 -0.29 -0.26 0.31 0.11
H -2.2242 -1.8055 -2.3831 0.05 -0.12 0.04 0.12
H -1.4673 -4.0351 -1.4430 -0.07 -0.15 -0.23 0.12
H 0.1585 -3.4570 -1.3663 0.49 0.08 0.22 0.11
H -2.4838 -3.9406 -4.0459 0.87 -0.25 -0.71 0.16
H -3.1507 0.5969 0.9332 0.09 -0.08 0.15 0.11
H -2.2660 0.8842 3.3213 0.71 0.45 -1.33 0.14
H 1.3416 2.6480 5.8806 0.55 -0.30 0.10 0.18
```
Positions in Å, forces in eV/Å.